No. 1
A 10-piece molecular cluster, C70H146N6O14S4 overall. Source: OMol25; level of theory: ωB97M-V/def2-TZVPD.

The geometry in ORCA input format:
```
! wB97M-V def2-TZVPD RIJCOSX def2/J DEFGRID3
* xyz 0 1
C -16.4706 0.4966 25.9399
C -17.5243 0.8444 24.8830
C -18.3992 2.0351 25.4232
S -17.1477 3.0824 26.2010
O -17.7671 3.6834 27.3682
O -16.5156 3.9441 25.1822
C -15.8884 1.8041 26.5606
H -15.5818 -0.0255 25.5856
H -16.9934 -0.0816 26.7017
H -18.1412 -0.0291 24.6720
H -16.9660 1.0928 23.9804
H -18.8971 1.5346 26.2537
H -19.0636 2.6359 24.8021
H -15.6621 1.8328 27.6264
H -15.0296 2.1698 25.9976
C -15.3253 7.3176 24.0703
C -14.3063 6.2822 24.6480
C -12.9815 6.7000 24.2150
S -13.1255 7.3006 22.4292
O -12.8318 6.2219 21.5156
O -12.5043 8.6245 22.2664
C -14.9977 7.4876 22.5818
H -15.3971 8.2723 24.5913
H -16.3120 6.8609 24.1478
H -14.7009 5.3182 24.3270
H -14.2674 6.2020 25.7343
H -12.0795 6.1048 24.3571
H -12.7108 7.5937 24.7773
H -15.2558 6.5913 22.0180
H -15.2803 8.3816 22.0259
C -22.4336 1.1978 20.2206
C -21.2941 1.6776 19.2864
C -20.0394 0.8522 19.5970
S -20.0885 0.4686 21.4357
O -19.5141 1.6528 22.0958
O -19.6265 -0.8884 21.7602
C -21.9971 0.4469 21.4682
H -23.2365 0.6430 19.7351
H -22.8193 2.0931 20.7082
H -21.1039 2.7316 19.4887
H -21.6189 1.6777 18.2459
H -19.1038 1.3000 19.2620
H -20.2264 -0.1056 19.1114
H -22.4941 0.7057 22.4032
H -22.1452 -0.5899 21.1662
C -15.0708 3.2658 20.9288
C -16.0984 2.8386 21.9272
C -17.1410 4.0002 22.1364
S -17.3217 4.8735 20.5291
O -17.4790 6.3135 20.7214
O -18.2150 4.1016 19.6119
C -15.5103 4.4509 20.0197
H -14.7731 2.4561 20.2625
H -14.2123 3.5100 21.5544
H -15.6546 2.5064 22.8657
H -16.6534 1.9754 21.5599
H -16.7444 4.6747 22.8951
H -18.1270 3.8326 22.5698
H -14.8140 5.2605 20.2384
H -15.5612 4.1613 18.9701
C -20.7539 7.7688 25.3856
C -20.0015 6.5138 25.1221
C -20.6825 5.3687 25.8880
C -22.0572 4.9920 25.2126
C -21.8300 4.6656 23.7172
C -21.2197 5.8137 22.9076
N -19.9866 6.2292 23.6346
O -19.2207 7.1960 22.9281
C -20.7755 5.1151 21.6169
C -22.2861 6.9274 22.5881
C -18.5874 6.7440 25.7127
H -20.3987 8.4776 26.1336
H -21.8286 7.6538 25.5264
H -20.5457 8.5526 24.6573
H -19.9845 4.5348 25.9624
H -20.9642 5.6584 26.9003
H -22.8259 5.7386 25.4122
H -22.5481 4.1337 25.6714
H -22.8355 4.5099 23.3263
H -21.2688 3.7486 23.5375
H -20.5508 5.8762 20.8697
H -20.0583 4.3262 21.8433
H -21.6996 4.6153 21.3264
H -22.5867 7.4315 23.5066
H -21.8061 7.6775 21.9596
H -23.1383 6.5538 22.0205
H -18.5838 6.7069 26.8021
H -18.1506 7.6175 25.2288
H -17.8916 5.9316 25.5028
H -18.5950 6.6226 22.4793
C -8.4529 4.0213 16.0470
C -9.3223 2.8232 16.5552
C -8.3598 1.8426 17.3880
C -8.0693 2.3622 18.8687
C -9.3658 2.6162 19.6073
C -10.3421 3.6020 18.8591
N -10.5226 3.2190 17.3919
O -11.4648 4.0149 16.7841
C -11.6528 3.4378 19.5883
C -9.8294 5.0173 18.9531
C -9.7943 2.0545 15.3087
H -9.1206 4.8810 15.9919
H -7.9857 3.9451 15.0651
H -7.5934 4.2105 16.6901
H -8.6607 0.7994 17.4841
H -7.4092 1.9019 16.8580
H -7.4418 3.2500 18.9457
H -7.4975 1.5966 19.3932
H -9.0715 2.9804 20.5916
H -9.9533 1.7063 19.7296
H -12.0966 2.4812 19.3125
H -11.5682 3.5713 20.6668
H -12.2756 4.2428 19.1979
H -10.2020 5.2901 19.9405
H -8.7476 5.1276 18.8776
H -10.1382 5.6713 18.1376
H -10.6315 2.4668 14.7456
H -10.1441 1.0830 15.6578
H -8.9352 1.8053 14.6858
H -12.1270 3.3350 16.6399
C -17.4430 5.1978 15.7639
C -16.9243 3.9120 15.1332
C -15.4468 4.0929 14.7422
C -14.7404 2.7752 14.4412
C -14.8739 1.7900 15.6197
C -16.3533 1.5658 16.1482
N -16.9723 2.8862 16.1733
O -18.2970 2.7368 16.7458
C -17.1439 0.6606 15.0876
C -16.2761 0.9733 17.6327
C -17.5665 3.6151 13.7748
H -18.5137 5.2974 15.5857
H -16.9004 5.9845 15.2397
H -17.2942 5.3170 16.8371
H -15.4140 4.7433 13.8681
H -14.9915 4.6892 15.5329
H -13.6658 2.9413 14.3653
H -15.0411 2.4738 13.4378
H -14.2077 2.0185 16.4516
H -14.4885 0.8554 15.2120
H -18.2037 0.5044 15.2893
H -17.0886 0.7492 14.0026
H -16.7942 -0.3640 15.2139
H -16.3118 1.7523 18.3942
H -17.0715 0.2468 17.7985
H -15.3969 0.3326 17.7020
H -17.2452 2.7356 13.2168
H -17.3260 4.4866 13.1659
H -18.5997 3.2740 13.8405
H -18.1461 2.8253 17.6897
C -10.6146 1.4928 27.1791
C -11.1646 1.8063 25.7332
C -9.9012 1.9268 24.8055
C -10.1922 1.6412 23.3786
C -10.9385 0.3222 23.2359
C -12.2757 0.2729 23.9467
N -12.0066 0.6413 25.3129
O -12.9134 0.2943 26.2328
C -13.3098 1.1579 23.1535
C -12.7325 -1.2077 23.8672
C -11.9010 3.1697 25.7169
H -11.3643 1.5869 27.9647
H -9.9017 2.2639 27.4711
H -10.1226 0.5212 27.2229
H -9.4429 2.8875 25.0404
H -9.0854 1.3447 25.2342
H -9.3293 1.4401 22.7437
H -10.6833 2.5170 22.9544
H -10.3871 -0.5630 23.5529
H -11.0834 0.1037 22.1779
H -13.8956 1.7874 23.8234
H -12.8534 1.8857 22.4827
H -13.9198 0.6039 22.4400
H -12.8831 -1.5796 22.8537
H -11.9906 -1.9035 24.2592
H -13.7079 -1.4615 24.2822
H -12.2491 3.5350 24.7507
H -11.2294 3.9589 26.0547
H -12.7689 3.0447 26.3643
H -12.8003 -0.6499 26.1015
C -22.5375 7.4738 14.8682
C -22.9094 7.0959 16.2487
C -22.7313 5.6190 16.5344
C -21.2753 5.1478 16.6090
C -20.6333 5.9941 17.6833
C -20.7273 7.5558 17.5110
N -22.1431 7.9542 17.1384
O -22.3612 9.2990 17.1316
C -20.4989 8.1136 18.9086
C -19.5808 8.0379 16.5051
C -24.3852 7.2524 16.4207
H -21.5012 7.5343 14.5356
H -22.9285 8.4809 14.7231
H -23.0206 6.7722 14.1881
H -23.2045 5.3833 17.4876
H -23.1330 5.0190 15.7179
H -20.8073 5.2832 15.6340
H -21.1362 4.1018 16.8820
H -19.6240 5.6088 17.5389
H -21.0431 5.5825 18.6057
H -19.5774 7.7159 19.3337
H -20.4926 9.2035 18.9249
H -21.3849 7.9499 19.5220
H -19.7102 7.5626 15.5328
H -19.5397 9.1036 16.2798
H -18.5606 7.8049 16.8103
H -24.9368 6.5597 15.7850
H -24.6344 8.3024 16.2675
H -24.5847 7.1391 17.4863
H -22.1893 9.7184 16.2853
C -15.2182 9.9565 16.8120
C -14.6956 9.3857 18.1665
C -14.8786 7.8241 18.1842
C -13.7935 6.9973 17.4910
C -12.4055 7.3907 17.9157
C -12.1230 8.8734 17.8977
N -13.2299 9.6833 18.4634
O -13.0199 11.0380 18.5130
C -10.8448 8.9762 18.8102
C -11.7457 9.2906 16.4509
C -15.4300 9.8709 19.3846
H -15.1824 11.0413 16.9118
H -16.2748 9.7962 16.5978
H -14.5738 9.5391 16.0383
H -14.8937 7.4634 19.2127
H -15.8611 7.5535 17.7976
H -13.9019 7.2438 16.4348
H -14.0641 5.9553 17.6616
H -11.7040 6.9929 17.1823
H -12.1002 6.9687 18.8732
H -10.5030 10.0109 18.7875
H -11.1453 8.8331 19.8481
H -9.9930 8.3348 18.5838
H -10.7701 9.0064 16.0564
H -12.4737 9.1841 15.6466
H -11.5232 10.3555 16.5182
H -15.6081 10.9399 19.5014
H -14.8399 9.5358 20.2376
H -16.4340 9.4495 19.4341
H -12.7906 11.1187 19.4417
*
```

M = 1424.234 g mol⁻¹
Energy relative to the best compared isomer or geometry (same formula, charge and spin) = 31.0 kcal/mol
HOMO = -7.76 eV
SMILES = CC1(C)CCCC(C)(C)N1O.CC1(C)CCCC(C)(C)N1O.CC1(C)CCCC(C)(C)N1O.CC1(C)CCCC(C)(C)N1O.CC1(C)CCCC(C)(C)N1O.CC1(C)CCCC(C)(C)N1O.O=S1(=O)CCCC1.O=S1(=O)CCCC1.O=S1(=O)CCCC1.O=S1(=O)CCCC1

***

No. 2
An isolated molecule of CFNO4. Source: OMol25; level of theory: ωB97M-V/def2-TZVPD.

The geometry in ORCA input format:
```
! wB97M-V def2-TZVPD RIJCOSX def2/J DEFGRID3
* xyz 0 1
C 0.6151 0.1120 -1.1194
N -0.6723 -0.2253 1.2350
O 0.1670 -0.4254 1.9718
O 0.7510 -0.1339 -2.2836
O -1.7586 0.1949 1.1758
O -0.2988 -0.5050 -0.2259
F 1.3271 1.0606 -0.5640
*
```

M = 109.012 g mol⁻¹
Energy relative to the best compared isomer or geometry (same formula, charge and spin) = 10.7 kcal/mol
HOMO = -12.16 eV
SMILES = O=C(F)O[N+](=O)[O-]

***

No. 3
A 2-piece molecular cluster, C3H8O overall. Source: OMol25; level of theory: ωB97M-V/def2-TZVPD.

The geometry in ORCA input format:
```
! wB97M-V def2-TZVPD RIJCOSX def2/J DEFGRID3
* xyz 0 1
C -1.4922 0.2604 -0.0204
C -0.0379 0.1333 -0.4488
C 1.1025 0.3442 0.4376
O 2.2465 0.0317 0.1653
H -1.5704 0.8108 0.9211
H -2.0390 -0.6872 0.1075
H -2.0161 0.8139 -0.8029
H 0.8169 -1.9151 0.1213
H 0.1250 -0.4880 -1.3346
H 0.8144 0.9111 1.3406
H 0.4733 1.2122 -0.6430
H 1.5096 -1.6229 0.1351
*
```

M = 60.096 g mol⁻¹
Energy relative to the best compared isomer or geometry (same formula, charge and spin) = 65.8 kcal/mol
HOMO = -9.78 eV
SMILES = [H][H].CCC=O

***

No. 4
C12H30N4O3P2S2Sn as an isolated structure. Source: OMol25; level of theory: ωB97M-V/def2-TZVPD.

The geometry in ORCA input format:
```
! wB97M-V def2-TZVPD RIJCOSX def2/J DEFGRID3
* xyz 0 1
Sn 2.6110 -0.3521 1.3657
C -0.7256 3.6434 1.9524
N -0.7020 2.9217 0.6852
C -1.5859 3.4998 -0.3141
P -0.2314 1.3169 0.7365
O 1.1065 1.1507 1.4465
O -0.9477 -1.0328 -0.0455
P 0.0401 -2.1522 -0.0885
O 1.4322 -1.8575 0.4861
N -0.4874 -3.4585 0.8018
C 0.2471 -4.1368 1.8463
C -1.7342 -4.0867 0.4084
N 0.2000 -2.6418 -1.6603
C -0.7481 -2.2943 -2.6979
C 1.1035 -3.7318 -1.9750
N -1.3195 0.7779 1.8864
C -2.7323 0.7879 1.5123
C -1.0086 -0.3594 2.7491
H -1.7094 3.5960 2.4325
H -0.4822 4.6926 1.7686
H 0.0157 3.2309 2.6333
H -2.6152 3.5617 0.0607
H -1.5801 2.9058 -1.2233
H -1.2685 4.5162 -0.5570
H 1.1679 -3.6022 2.0599
H 0.5011 -5.1629 1.5530
H -0.3481 -4.1908 2.7648
H -2.2524 -3.4664 -0.3227
H -2.3957 -4.2053 1.2724
H -1.5694 -5.0779 -0.0304
H -1.3543 -1.4528 -2.3717
H -1.4080 -3.1370 -2.9415
H -0.2165 -2.0067 -3.6097
H 1.8246 -3.8628 -1.1697
H 1.6609 -3.5065 -2.8875
H 0.5678 -4.6777 -2.1251
H -2.9412 1.5997 0.8187
H -3.3369 0.9366 2.4089
H -3.0171 -0.1534 1.0368
H -0.0114 -0.2492 3.1691
H -1.0928 -1.3140 2.2302
H -1.7254 -0.3471 3.5731
C 3.9686 2.9024 -1.6435
C 2.8613 1.9098 -1.3507
S 3.5201 0.3419 -0.8771
C 1.5632 2.2400 -1.4771
C 1.1113 3.6170 -1.8955
S 0.2930 0.9894 -1.2952
H 4.8748 2.3694 -1.9225
H 4.1946 3.4760 -0.7404
H 3.7212 3.6035 -2.4378
H 1.9066 4.1874 -2.3682
H 0.7736 4.1892 -1.0312
H 0.2804 3.5528 -2.5997
*
```

M = 523.190 g mol⁻¹
Energy relative to the best compared isomer or geometry (same formula, charge and spin) = 5.4 kcal/mol
HOMO = -7.54 eV

***

Repeat the second record exactly.
An isolated molecule of CFNO4. Source: OMol25; level of theory: ωB97M-V/def2-TZVPD.

The geometry in ORCA input format:
```
! wB97M-V def2-TZVPD RIJCOSX def2/J DEFGRID3
* xyz 0 1
C 0.6151 0.1120 -1.1194
N -0.6723 -0.2253 1.2350
O 0.1670 -0.4254 1.9718
O 0.7510 -0.1339 -2.2836
O -1.7586 0.1949 1.1758
O -0.2988 -0.5050 -0.2259
F 1.3271 1.0606 -0.5640
*
```

M = 109.012 g mol⁻¹
Energy relative to the best compared isomer or geometry (same formula, charge and spin) = 10.7 kcal/mol
HOMO = -12.16 eV
SMILES = O=C(F)O[N+](=O)[O-]

***

Q: Look up the M of the second one.
A: 109.012 g mol⁻¹

***

Q: Which of these has the lowest energy relative to the best compared isomer or geometry (same formula, charge and spin)?
A: C12H30N4O3P2S2Sn

***

Q: Among the records above, which one has the lowest M?
A: C3H8O